[1]
{"formula": "C3H10NO2", "method": "the ωB97M-V functional and the def2-TZVPD basis", "elements": ["C", "O", "H", "H", "H", "H", "C", "N", "C", "O", "H", "H", "H", "H", "H", "H"], "positions_angstrom": [[0.122, -0.393, 2.326], [0.200, 0.800, 1.598], [0.632, -1.222, 1.726], [0.571, -0.268, 3.317], [-0.908, -0.699, 2.430], [-0.567, 0.796, 0.816], [0.987, 0.786, -1.280], [0.060, -0.149, -1.994], [-0.877, -0.676, -0.936], [-1.404, 0.335, -0.200], [0.487, 1.759, -1.033], [1.833, 1.017, -1.939], [1.208, 0.259, -0.346], [-0.473, 0.338, -2.691], [-0.229, -1.375, -0.355], [-1.640, -1.309, -1.438]], "forces_ev_per_a": [[0.4, -1.0, -1.2], [-1.6, 0.5, -1.3], [-0.3, 0.7, 1.0], [0.1, 0.0, -0.3], [-0.5, -0.2, 0.4], [1.8, 0.1, 2.1], [-1.0, 0.2, -1.0], [-0.2, -0.4, 1.6], [1.8, 0.5, -2.4], [-0.9, -0.8, 0.4], [0.5, -0.8, 0.0], [0.0, -0.3, 0.5], [0.8, 0.6, -0.3], [-0.3, 0.2, -0.3], [-0.6, 0.3, 0.3], [-0.1, 0.4, 0.5]], "mulliken_charge": [-0.54, -0.51, 0.19, 0.27, 0.27, 0.43, -0.67, -0.44, -0.28, -0.43, 0.25, 0.29, 0.29, 0.25, 0.26, 0.37], "homo_lumo_gap_ev": [10.410, 6.394], "s_squared": 0.757, "multiplicity": 2, "e_above_lowest_kj_mol": 128.2, "e_homo_ev": [-9.44, -9.38], "max_force_ev_per_a": 3.0}


[2]
{"formula": "C4H10N2", "method": "the ωB97M-V functional and the def2-TZVPD basis", "elements": ["C", "C", "C", "C", "N", "N", "H", "H", "H", "H", "H", "H", "H", "H", "H", "H"], "positions_angstrom": [[-1.807, -0.618, -0.286], [-0.774, 0.475, -0.722], [0.583, 0.233, -0.061], [0.557, -0.359, 1.317], [1.853, -0.026, -1.004], [1.647, 1.177, -0.203], [-2.095, -0.429, 0.800], [-1.381, -1.626, -0.339], [-2.567, -0.633, -1.117], [-1.182, 1.287, -0.226], [-0.518, 0.603, -1.758], [-0.152, 0.190, 1.904], [1.531, -0.301, 1.770], [0.238, -1.398, 1.066], [2.607, -0.581, -0.433], [1.460, 2.004, -0.710]], "forces_ev_per_a": [[0.4, -0.1, -1.2], [1.6, -2.7, 1.1], [2.4, 0.8, -0.7], [-0.1, -1.5, -1.8], [-0.7, -0.9, 2.2], [0.3, -0.3, 1.4], [-0.3, -0.2, -1.8], [0.1, 0.1, 0.1], [-0.1, 0.2, 1.6], [-0.5, 2.5, 0.3], [-0.8, 0.1, -0.6], [-0.5, 0.0, 0.5], [0.3, -0.2, 0.1], [0.1, 0.4, 1.3], [-1.9, 1.2, -1.2], [-0.3, 0.6, -1.4]], "mulliken_charge": [-1.13, -0.62, 0.93, -1.26, -0.54, -0.51, 0.29, 0.31, 0.33, 0.29, 0.43, 0.27, 0.43, 0.28, 0.27, 0.22], "homo_lumo_gap_ev": 10.164, "smiles": "CCC1(C)NN1", "multiplicity": 1, "e_above_lowest_kj_mol": 287.1, "e_homo_ev": -9.07, "max_force_ev_per_a": 3.3}


[3]
{"formula": "C7H14O2", "method": "the ωB97M-V functional and the def2-TZVPD basis", "elements": ["C", "C", "C", "C", "O", "H", "H", "H", "H", "H", "H", "H", "H", "H", "C", "C", "C", "H", "O", "H", "H", "H", "H"], "positions_angstrom": [[-0.344, 2.191, -1.703], [-0.612, 1.282, -0.430], [0.294, 1.925, 0.625], [-2.165, 1.306, -0.277], [-0.224, -0.113, -0.563], [-0.686, 3.207, -1.500], [0.714, 2.319, -2.016], [-0.828, 1.929, -2.664], [0.584, 1.332, 1.495], [1.242, 2.154, 0.098], [-0.056, 2.899, 1.002], [-2.587, 2.273, 0.064], [-2.582, 1.177, -1.295], [-2.649, 0.525, 0.317], [1.816, -3.583, 1.538], [1.704, -2.676, 0.566], [0.321, -2.086, 0.324], [0.366, -0.675, 0.048], [-0.265, -2.676, -0.614], [2.765, -3.963, 1.863], [0.898, -3.968, 2.019], [2.489, -2.532, -0.164], [-0.196, -2.247, 1.266]], "forces_ev_per_a": [[0.6, -0.6, -1.0], [0.2, 0.4, 0.3], [0.6, 0.8, 0.1], [-0.4, 0.3, -0.4], [-0.4, 0.6, -1.6], [-0.2, -0.1, 0.4], [-0.3, -0.4, 0.7], [-0.2, -0.4, 0.8], [-0.5, -0.3, -0.1], [-0.3, -0.2, 0.4], [-0.2, -0.4, -0.2], [0.6, -0.3, 0.0], [0.2, -0.1, 0.4], [0.7, 0.0, 0.2], [-1.1, 0.6, -0.2], [0.9, 0.6, -0.2], [-0.8, -8.9, -0.5], [-0.6, 3.5, -0.6], [0.8, 2.3, 0.6], [0.2, -0.5, -0.3], [0.7, 0.6, 0.3], [0.3, 0.5, 0.3], [-1.0, 1.9, 0.8]], "mulliken_charge": [-1.57, 1.53, -1.55, -1.47, -0.48, 0.39, 0.38, 0.39, 0.39, 0.37, 0.36, 0.32, 0.37, 0.36, -0.69, -0.11, 0.16, 0.13, -0.39, 0.29, 0.24, 0.34, 0.24], "homo_lumo_gap_ev": 8.775, "multiplicity": 1, "e_above_lowest_kj_mol": 508.3, "e_homo_ev": -9.66, "max_force_ev_per_a": 8.9}


[4]
{"formula": "C20H52IrN4O2PSbSi2Te", "method": "the ωB97M-V functional and the def2-TZVPD basis", "elements": ["Ir", "C", "N", "C", "N", "O", "H", "H", "H", "H", "H", "H", "C", "P", "C", "C", "O", "H", "H", "H", "H", "H", "H", "H", "H", "H", "C", "Sb", "C", "C", "H", "H", "H", "H", "H", "H", "H", "H", "H", "C", "C", "N", "C", "C", "N", "H", "H", "H", "H", "H", "H", "C", "Si", "C", "C", "C", "Te", "C", "Si", "C", "C", "C", "H", "H", "H", "H", "H", "H", "H", "H", "H", "H", "H", "H", "H", "H", "H", "H", "H", "H", "H", "H", "H", "H"], "positions_angstrom": [[0.442, 0.773, -0.111], [-0.846, -0.834, 5.007], [0.059, -0.440, 3.929], [-0.319, -0.037, 2.725], [-1.627, -0.055, 2.399], [0.581, 0.326, 1.894], [-0.251, -1.055, 5.887], [-1.408, -1.730, 4.743], [-1.527, -0.021, 5.261], [1.053, -0.459, 4.092], [-2.313, -0.228, 3.117], [-1.909, 0.539, 1.635], [2.656, 2.529, -3.099], [0.876, 2.393, -3.045], [0.288, 2.062, -4.695], [0.244, 3.983, -2.520], [0.402, 1.245, -2.132], [2.942, 3.288, -3.829], [3.096, 1.575, -3.392], [3.043, 2.827, -2.124], [0.596, 2.866, -5.365], [-0.800, 1.997, -4.702], [0.708, 1.124, -5.057], [0.674, 4.771, -3.140], [0.512, 4.172, -1.478], [-0.839, 4.013, -2.628], [-0.665, -2.856, 0.800], [-0.664, -1.421, -0.748], [0.247, -2.249, -2.462], [-2.700, -1.314, -1.291], [-0.580, -3.845, 0.353], [-1.613, -2.778, 1.328], [0.161, -2.688, 1.485], [-0.458, -2.950, -2.908], [1.166, -2.774, -2.212], [0.459, -1.446, -3.164], [-3.062, -2.340, -1.349], [-2.806, -0.843, -2.265], [-3.278, -0.775, -0.543], [-2.773, 1.919, -1.714], [-2.234, 2.518, -0.464], [-1.177, 2.135, 0.252], [-1.126, 2.971, 1.366], [-2.136, 3.866, 1.298], [-2.817, 3.563, 0.144], [-2.021, 1.291, -2.183], [-3.075, 2.699, -2.413], [-3.661, 1.320, -1.501], [-0.369, 2.870, 2.121], [-2.425, 4.672, 1.950], [-3.644, 4.037, -0.190], [4.355, -5.027, 0.354], [4.298, -3.421, -0.572], [3.873, -3.642, -2.374], [5.863, -2.427, -0.370], [2.817, -2.434, 0.183], [2.758, -0.431, -0.528], [3.792, 0.368, 1.145], [4.083, 2.236, 1.026], [4.746, 2.871, 2.635], [5.215, 2.583, -0.408], [2.334, 2.924, 0.771], [5.146, -5.663, -0.049], [3.418, -5.580, 0.267], [4.568, -4.877, 1.415], [2.985, -4.265, -2.507], [4.692, -4.147, -2.891], [3.713, -2.692, -2.892], [6.695, -2.988, -0.802], [6.113, -2.255, 0.680], [5.838, -1.466, -0.892], [2.848, -2.367, 1.272], [1.898, -2.942, -0.108], [4.728, -0.189, 1.179], [3.189, 0.103, 2.014], [5.722, 2.432, 2.852], [4.082, 2.646, 3.472], [4.880, 3.954, 2.597], [6.236, 2.303, -0.135], [5.235, 3.646, -0.655], [4.966, 2.026, -1.315], [1.772, 2.760, 1.689], [1.814, 2.422, -0.080], [2.296, 3.991, 0.540]], "forces_ev_per_a": [[0.1, 0.0, 0.0], [0.0, 0.0, 0.0], [0.0, 0.0, 0.0], [0.0, 0.0, 0.0], [0.0, 0.0, 0.0], [0.0, 0.0, 0.0], [0.0, 0.0, 0.0], [0.0, 0.0, 0.0], [0.0, 0.0, 0.0], [0.0, 0.0, 0.0], [0.0, 0.0, 0.0], [0.0, 0.0, 0.0], [0.0, 0.0, 0.0], [0.0, 0.0, 0.0], [0.0, 0.0, 0.0], [0.0, 0.0, 0.0], [0.0, 0.0, 0.0], [0.0, 0.0, 0.0], [0.0, 0.0, 0.0], [0.0, 0.0, 0.0], [0.0, 0.0, 0.0], [0.0, 0.0, 0.0], [0.0, 0.0, 0.0], [0.0, 0.0, 0.0], [0.0, 0.0, 0.0], [0.0, 0.0, 0.0], [0.0, 0.0, 0.0], [-0.1, 0.1, 0.0], [0.0, 0.0, 0.0], [0.0, -0.1, 0.0], [0.0, 0.0, 0.0], [0.0, 0.0, 0.0], [0.0, 0.0, 0.0], [0.0, 0.0, 0.0], [0.0, 0.0, 0.0], [0.0, 0.0, 0.0], [0.0, 0.0, 0.0], [0.0, 0.0, 0.0], [0.0, 0.0, 0.0], [0.0, 0.1, 0.0], [0.0, 0.0, -0.1], [-0.1, -0.1, 0.0], [0.0, 0.1, -0.1], [0.0, 0.0, 0.0], [0.0, 0.0, 0.0], [0.0, 0.0, 0.0], [0.0, 0.0, 0.0], [0.0, 0.0, 0.0], [0.1, 0.0, 0.0], [0.0, 0.0, 0.0], [0.0, 0.0, 0.0], [0.0, 0.0, 0.0], [0.0, 0.0, 0.1], [0.0, 0.0, 0.0], [0.0, 0.0, 0.0], [0.0, 0.0, 0.0], [0.0, 0.0, 0.0], [-0.1, 0.0, 0.0], [0.0, 0.0, 0.0], [0.0, 0.0, 0.0], [0.0, 0.0, 0.0], [-0.1, 0.0, 0.0], [0.0, 0.0, 0.0], [0.0, 0.0, 0.0], [0.0, 0.0, 0.0], [0.0, 0.0, 0.0], [0.0, 0.0, 0.0], [0.0, 0.0, 0.0], [0.0, 0.0, 0.0], [0.0, 0.0, 0.0], [0.0, 0.0, 0.0], [0.0, 0.0, 0.0], [0.0, 0.0, 0.0], [0.1, 0.0, 0.0], [0.0, 0.0, 0.0], [0.0, 0.0, 0.0], [0.0, 0.0, 0.0], [0.0, 0.0, 0.0], [0.0, 0.0, 0.0], [0.0, 0.0, 0.0], [0.0, 0.0, 0.0], [0.0, 0.0, 0.0], [0.0, 0.0, 0.0], [0.0, 0.0, 0.0]], "mulliken_charge": [2.00, -1.06, -0.19, -0.12, 0.07, -0.14, 0.36, 0.33, 0.33, 0.29, 0.28, -0.01, -0.82, 1.09, -1.23, -1.09, -1.03, 0.54, 0.34, -0.08, 0.44, 0.38, 0.39, 0.52, 0.22, 0.29, -1.28, 0.66, -0.76, -1.36, 0.59, 0.46, 0.29, 0.55, 0.06, 0.16, 0.57, 0.43, 0.35, -1.16, 0.12, 0.19, -0.19, -0.97, 0.05, -0.19, 0.54, 0.48, 0.37, 0.44, 0.22, -1.10, 0.12, -1.00, -1.02, -0.20, -0.01, -0.83, -0.03, -1.09, -1.04, 0.43, 0.36, 0.36, 0.35, 0.31, 0.42, 0.30, 0.41, 0.34, 0.32, 0.57, -0.25, 0.62, 0.30, 0.37, 0.36, 0.37, 0.38, 0.42, 0.32, 0.01, -1.16, 0.60], "total_charge": 3, "homo_lumo_gap_ev": 8.273, "multiplicity": 1, "e_above_lowest_kj_mol": 0.0, "e_homo_ev": -17.18, "max_force_ev_per_a": 0.1}